No. 1
C6H5F | ωB97M-V/def2-TZVPD

Calculated values
ΔE to the lowest compared entry with this formula, charge and spin: 6.2179 eV
Frontier orbital gap: 0.3391 hartree
Multiplicity: 1
Calculated total energy: -331.246247 Eh
Net charge: 0

XYZ file:
```
12
Properties=species:S:1:pos:R:3:forces:R:3
C -3.33881 0.27831 -0.05645 1.98 3.36 -1.48
C -1.90820 0.17581 0.03646 9.29 -2.61 -3.07
C -0.66002 -0.08422 -0.31290 -9.20 2.00 2.34
C 0.66285 -0.29887 -0.42403 -2.79 0.25 -0.07
C 1.80406 -0.58133 -0.41173 6.37 0.04 2.38
C 3.20262 -0.32823 0.23929 1.84 0.00 -0.56
H -3.72642 -0.54628 -0.59925 -0.74 -0.23 -0.81
H -3.64434 0.31529 0.91228 -1.69 -0.09 2.75
H -3.39495 1.38961 -0.43139 -0.96 -2.22 0.02
H 4.19953 -1.17231 -0.19767 -3.45 2.70 1.67
H 3.20653 -0.14767 1.50828 -0.27 -1.06 -3.94
F 3.59714 0.99991 -0.26291 -0.40 -2.13 0.78
```
Positions in Å, forces in eV/Å.

***

No. 2
C33H74F30N2P6 | ωB97M-V/def2-TZVPD

Calculated values
Frontier orbital gap: 0.2492 hartree
Multiplicity: 1
Calculated total energy: -6456.354588 Eh
Net charge: -2

XYZ file:
```
145
Properties=species:S:1:pos:R:3:forces:R:3
C -19.42235 25.31564 5.88672 -0.15 0.69 1.57
C -18.71756 24.06799 5.46019 -0.22 -0.76 -1.90
C -17.70189 24.31206 4.36569 1.71 0.50 -0.26
C -16.33071 24.93743 4.90657 -0.59 0.36 -1.06
P -15.13102 25.43932 3.58917 -1.06 -1.32 -0.63
C -15.76577 24.98814 1.86710 0.66 0.02 2.03
C -14.57699 24.71078 0.91355 -1.52 -0.05 -1.18
C -14.86621 23.67018 -0.20364 -1.56 0.93 1.09
C -14.04686 23.95292 -1.41588 0.92 0.10 -0.12
C -13.51910 24.60599 3.88350 -0.05 0.25 0.79
C -12.24663 25.33725 3.44320 1.23 0.08 -0.37
C -10.98883 24.45447 3.24198 -0.64 -0.71 0.29
C -10.67410 23.58663 4.46138 0.20 -0.67 0.58
C -14.85066 27.25765 3.56869 -0.46 -0.90 0.72
C -16.07222 28.18667 3.64145 -0.60 -0.37 0.14
C -15.87970 29.54484 4.33560 1.01 0.80 -0.17
C -17.14794 30.38371 4.33415 -0.10 0.02 0.13
H -20.09644 25.82380 5.19248 -0.02 -0.58 -0.47
H -18.76673 26.13274 6.21825 0.27 -0.15 0.22
H -20.00904 25.01965 6.76050 -0.16 0.36 0.03
H -19.45213 23.44459 4.94089 -0.07 -0.12 0.25
H -18.34012 23.38968 6.22655 0.04 0.51 0.22
H -18.09516 25.03697 3.64177 -0.15 0.14 0.00
H -17.47749 23.42222 3.77479 -0.05 -0.32 0.42
H -15.80404 24.30877 5.62427 -0.15 -0.17 0.00
H -16.57830 25.90512 5.35165 0.05 -0.12 0.45
H -16.33045 25.88829 1.61410 0.12 0.01 -0.44
H -16.53789 24.23231 2.01553 0.43 -0.49 -0.12
H -13.62229 24.43353 1.35256 -0.08 0.41 0.33
H -14.59066 25.66608 0.38193 1.21 0.05 -0.08
H -15.89434 23.88473 -0.51848 -0.19 -0.36 0.16
H -14.87065 22.66006 0.20720 0.33 -0.02 -0.08
H -12.97379 23.95124 -1.19715 0.00 -0.30 -0.12
H -14.25003 24.98130 -1.72181 -0.16 -0.13 -0.36
H -14.27522 23.24446 -2.21326 0.16 0.20 -0.19
H -13.61480 23.56627 3.55064 -0.05 0.12 -0.55
H -13.50109 24.43300 4.96365 -0.05 0.29 0.11
H -11.84034 26.06172 4.15418 -0.93 0.28 0.32
H -12.39266 25.88166 2.50767 -0.12 0.06 0.00
H -10.12195 25.09388 3.07574 -0.15 0.10 -0.47
H -11.16674 23.79829 2.38634 0.22 0.08 -0.17
H -10.42269 22.55078 4.22495 -0.22 0.01 -0.32
H -11.51082 23.49970 5.15509 0.01 0.06 -0.02
H -9.80411 23.90493 5.03969 -0.13 0.46 -0.03
H -14.25578 27.36648 2.66199 0.40 0.58 0.32
H -14.30408 27.32444 4.51382 0.59 0.55 -0.30
H -16.90129 27.69900 4.16522 0.19 -0.19 0.32
H -16.52541 28.27727 2.65110 0.34 0.48 -0.19
H -15.02476 30.13176 3.97793 -0.13 -0.16 -0.91
H -15.52888 29.49315 5.37152 -0.46 -0.88 0.20
H -17.51517 30.69925 3.35606 0.03 -0.55 -0.21
H -17.03105 31.33850 4.84933 0.16 -0.22 0.39
H -17.88644 29.76960 4.85216 -0.42 0.39 -0.12
C -11.32718 21.40755 -0.72323 -0.04 -0.90 0.14
C -12.14924 20.47952 -1.65656 0.56 -0.15 0.06
C -13.62327 20.34791 -1.25648 0.28 0.20 -0.42
C -14.45012 19.52296 -2.25494 -0.56 1.54 0.33
N -15.79323 19.15222 -1.65583 0.06 -1.94 -0.23
C -16.90542 18.89557 -2.64333 -0.83 1.82 -0.46
C -18.22147 18.99002 -1.82920 1.24 -0.60 -0.71
C -17.89985 19.87138 -0.64966 1.19 -0.70 2.05
C -16.39334 20.22184 -0.72669 -0.72 1.27 -2.03
C -15.57115 17.84881 -0.95861 0.90 0.94 2.25
H -10.27722 21.10701 -0.74389 0.05 0.00 -0.03
H -11.67517 21.24432 0.29888 -0.01 0.25 0.09
H -11.33376 22.47310 -0.94700 -0.40 -0.08 -0.15
H -11.68574 19.48772 -1.66862 0.03 -0.11 0.29
H -11.99188 20.79626 -2.69147 -0.47 0.24 -0.10
H -13.98200 21.37724 -1.20786 -0.36 -0.27 0.02
H -13.76176 19.92776 -0.25887 0.46 0.09 0.03
H -13.92238 18.62352 -2.56007 -0.19 -0.08 -0.08
H -14.67229 20.16450 -3.10939 0.08 -0.23 -0.26
H -16.92400 17.95792 -3.19318 0.99 -0.11 0.21
H -16.84377 19.73322 -3.34335 0.02 -0.11 -0.19
H -18.39695 17.94062 -1.59497 -0.90 0.30 0.56
H -18.99532 19.43767 -2.44836 -0.13 -0.39 -0.06
H -17.88794 19.34345 0.31127 -1.01 -0.31 -0.05
H -18.60254 20.69316 -0.54314 0.46 0.32 0.05
H -15.85222 20.43143 0.19380 -0.08 -0.89 0.21
H -16.26366 21.11721 -1.34763 0.03 0.16 0.01
H -15.04920 17.09949 -1.54602 -0.55 0.08 -0.49
H -16.45081 17.52946 -0.41860 -0.42 -0.42 -0.14
H -14.88649 18.14281 -0.15754 0.00 -0.46 0.25
C -8.67250 21.05686 2.21575 0.61 -0.80 0.22
C -9.69505 19.96501 2.50371 -1.61 0.13 -0.24
C -9.33150 18.60646 1.95867 1.11 -1.45 2.13
N -10.36005 17.48411 2.04612 -0.73 0.51 0.15
C -11.58230 17.92945 1.27356 0.07 -0.41 -0.80
C -10.69402 16.96705 3.48916 0.75 -0.41 -0.56
C -11.23978 15.57748 3.22766 -0.61 -0.80 -0.55
C -10.49280 15.02653 1.99208 0.76 -0.06 0.11
C -9.76196 16.24840 1.38633 -1.53 -0.24 0.06
H -9.11694 22.02572 2.42693 0.13 0.12 -0.48
H -8.24314 20.91392 1.22143 -0.50 0.61 -0.33
H -7.77391 20.97568 2.83419 -0.21 -0.11 0.39
H -10.68511 20.23712 2.12340 0.14 0.32 -0.21
H -9.90398 19.88073 3.57234 0.24 -0.09 0.07
H -8.60440 18.25042 2.69831 0.47 -0.16 -0.40
H -8.84217 18.51491 0.98996 -0.41 0.48 -0.25
H -12.34445 18.48486 1.80415 0.08 0.06 0.83
H -12.06192 17.07252 0.80136 -0.02 -0.16 0.33
H -11.20947 18.55434 0.46126 0.02 0.04 -0.02
H -11.31757 17.64585 4.06956 -0.21 0.00 -0.23
H -9.71534 16.82917 3.95384 0.07 0.45 0.09
H -12.31217 15.61000 3.03369 -0.05 0.05 0.18
H -11.07317 14.84411 4.01308 -0.23 0.62 0.55
H -11.09936 14.40875 1.32868 -0.51 0.86 -0.34
H -9.73947 14.26547 2.21559 0.23 0.34 0.63
H -10.03382 16.31946 0.33535 0.86 0.21 -0.19
H -8.70883 16.23721 1.65092 0.07 0.08 -0.43
P -14.06743 16.42386 6.71178 -2.44 2.63 0.00
F -12.54688 16.65960 6.11225 0.44 -0.93 -0.06
F -14.64385 16.37336 5.19227 0.76 -0.67 0.29
F -13.97104 14.81207 6.77032 1.13 0.01 -0.18
F -15.56173 16.31181 7.29259 -0.01 -0.43 0.25
F -13.47373 16.58409 8.23228 0.34 -0.73 -0.40
F -14.27241 18.03761 6.67599 0.60 -0.18 0.01
P -17.85077 21.13626 8.42966 1.00 -0.75 -0.05
F -16.76076 21.92132 9.38778 0.27 0.21 -0.64
F -16.88483 21.26867 7.10335 -0.43 0.79 0.70
F -17.09365 19.74409 8.71787 -0.53 0.15 0.75
F -18.96854 20.38692 7.57823 -0.20 0.14 0.50
F -18.75860 21.05621 9.83125 -0.02 -0.34 -0.99
F -18.53112 22.57459 8.06249 -0.09 0.19 0.33
P -20.00248 20.58062 3.86450 3.12 -2.15 0.12
F -21.21974 21.41616 4.50170 0.33 0.49 0.34
F -20.35008 19.28535 4.72406 -0.28 0.53 0.77
F -21.03208 20.03934 2.70960 0.19 0.31 -0.32
F -18.73647 19.72789 3.23614 -1.11 0.24 -0.66
F -19.56730 21.80218 2.90687 -0.53 1.24 -0.86
F -18.84066 21.16925 4.92224 -2.00 -0.18 -0.03
P -17.63516 16.13893 2.13862 -0.81 3.02 1.94
F -18.56579 16.72422 0.84949 0.41 -0.46 0.10
F -16.88690 17.59684 2.20108 -0.22 0.18 -1.57
F -18.75630 16.70397 3.15236 0.26 -0.61 -0.49
F -16.63226 15.81178 3.35670 -0.65 -1.82 -0.58
F -18.40374 14.72024 2.08549 0.55 -0.05 -0.04
F -16.58452 15.61809 1.02423 0.67 -0.43 -0.45
P -14.55020 20.34555 3.37100 -3.95 -3.43 3.05
F -14.21723 20.17910 1.77890 0.78 0.71 -1.04
F -14.86097 21.92878 3.12400 1.11 0.76 -0.03
F -16.11850 20.07750 3.12204 0.37 0.54 -1.55
F -14.94598 20.35443 4.91557 1.24 1.45 0.10
F -14.36014 18.74691 3.48596 1.28 -0.12 -0.51
F -12.97707 20.58589 3.74262 0.13 0.71 -0.85
```
Positions in Å, forces in eV/Å.

***

No. 3
C7H4GdN2O4 | ωB97M-V/def2-TZVPD

Calculated values
ΔE to the lowest compared entry with this formula, charge and spin: 10.9981 eV
Frontier orbital gap (alpha / beta): 0.2013 / 0.1863 hartree
Expectation value of S²: 16.010
Multiplicity: 8
Calculated total energy: -1443.600455 Eh
Net charge: +3

XYZ file:
```
18
Properties=species:S:1:pos:R:3:forces:R:3
Gd -0.50985 -0.30079 -1.39085 -0.81 -0.93 11.10
O -1.03401 2.66420 -1.51025 -0.09 0.24 0.05
C -0.84440 1.57013 -1.50962 -2.01 11.35 -1.02
C 1.26991 -0.95280 -1.51485 10.43 -3.53 -0.69
O 2.31393 -1.32978 -1.51188 0.51 -0.23 -0.03
C -1.96878 -1.52162 -1.50499 -9.06 -7.56 -0.60
O -2.81826 -2.23518 -1.51043 -0.25 -0.18 -0.03
C -0.51356 -0.30003 -3.39471 0.60 0.66 -12.03
O -0.51401 -0.29980 -4.52136 -0.13 -0.15 1.88
N 0.13614 -0.82961 1.67310 0.21 0.33 0.87
C 0.55554 -0.28696 2.83181 -0.19 0.02 -0.78
C 0.84302 1.05168 2.60845 -0.07 0.62 -0.95
C 0.57944 1.28725 1.26125 0.28 -1.23 1.83
N 0.13979 0.12422 0.69605 0.32 0.35 -0.29
H -0.15328 -1.79493 1.49995 0.18 0.45 0.31
H 0.63860 -0.82189 3.74496 -0.03 -0.64 0.54
H 1.19670 1.76993 3.32362 0.05 0.08 0.21
H 0.68309 2.20598 0.72976 0.05 0.36 -0.37
```
Positions in Å, forces in eV/Å.

***

No. 4
C3H10N2O2 | ωB97M-V/def2-TZVPD

Calculated values
ΔE to the lowest compared entry with this formula, charge and spin: 4.7040 eV
Structure (SMILES): CN(N)[C@@H](O)CO
Frontier orbital gap: 0.3362 hartree
Multiplicity: 1
Calculated total energy: -380.163795 Eh
Net charge: 0

XYZ file:
```
17
Properties=species:S:1:pos:R:3:forces:R:3
C -1.75361 0.43078 0.90596 -1.57 -3.04 -1.21
N -0.48193 0.50594 0.13592 -1.64 -1.03 1.67
N -0.87272 1.04545 -1.08956 -0.46 -0.34 -1.74
C 0.32759 -0.71979 0.10489 3.36 4.15 0.45
O -0.00179 -1.64299 -0.83603 -0.41 0.10 -0.55
C 2.05322 -0.19874 -0.25316 -2.91 -2.72 4.39
O 2.31343 0.76541 0.71295 1.89 -1.20 0.74
H -2.15304 1.38749 1.04854 -0.12 1.53 0.64
H -2.67160 -0.08134 0.32254 1.95 0.78 0.20
H -1.85140 -0.23298 1.79373 1.18 0.87 -0.16
H -1.64889 0.47065 -1.55509 1.41 0.55 0.78
H -0.03191 0.91482 -1.63597 -0.16 0.38 -0.82
H 0.31784 -0.90130 1.20584 0.32 -1.16 -0.88
H -0.17817 -2.37634 -0.29552 -0.70 -2.27 0.36
H 2.71215 -1.12739 0.09095 -1.34 1.95 -1.62
H 2.07363 0.20780 -1.21646 0.45 -0.08 -1.78
H 1.84720 1.55252 0.56048 -1.27 1.52 -0.47
```
Positions in Å, forces in eV/Å.

***

No. 5
C35H49BrF3N2O4P2SSe4Y | ωB97M-V/def2-TZVPD

Calculated values
ΔE to the lowest compared entry with this formula, charge and spin: 0.3720 eV
Frontier orbital gap: 0.2020 hartree
Multiplicity: 1
Calculated total energy: -15372.461710 Eh
Net charge: -2

XYZ file:
```
102
Properties=species:S:1:pos:R:3:forces:R:3
Y 1.43471 1.00344 0.58213 -0.16 -0.51 -0.12
C -2.06179 2.92565 1.70460 0.02 -0.03 0.03
C -1.70869 2.26739 3.03286 0.01 0.00 -0.06
C -2.89502 2.31198 3.99099 0.02 0.00 -0.02
P -0.85629 0.64361 2.68249 -0.01 0.10 0.03
C -0.64008 -0.02006 4.43057 0.06 0.00 -0.03
C 0.67313 -0.78250 4.59440 -0.01 0.02 0.00
C -1.76969 -0.85595 5.03068 0.02 0.03 -0.02
C -2.10721 -0.33810 1.79340 0.04 0.01 0.01
C -3.39208 -0.53936 2.30888 -0.03 -0.04 -0.03
C -4.42174 -1.14930 1.61640 -0.05 0.01 0.05
C -5.77367 -1.37939 2.24003 0.05 -0.01 -0.02
C -4.14036 -1.53976 0.30820 0.06 0.03 -0.03
C -2.89320 -1.35983 -0.23941 -0.05 -0.01 0.00
C -1.79974 -0.78474 0.47601 -0.06 -0.01 -0.03
N -0.57909 -0.60712 -0.12011 0.18 0.20 0.07
C -0.35097 -1.41822 -1.23887 -0.01 -0.08 -0.06
C -0.51713 -2.81047 -1.17896 0.03 0.00 0.01
C -0.31155 -3.62121 -2.28115 0.02 0.00 0.00
C 0.09350 -3.08476 -3.49788 0.02 -0.01 -0.04
C 0.32210 -3.95048 -4.71088 -0.02 0.04 0.03
C 0.29251 -1.70911 -3.55766 -0.04 -0.02 0.02
C 0.07668 -0.87419 -2.46771 -0.01 0.02 0.02
P 0.38106 0.92335 -2.42612 0.03 0.11 -0.12
C -1.26962 1.64067 -2.93539 0.01 -0.01 0.07
C -2.09033 0.76519 -3.88139 0.01 0.03 0.01
C -2.11247 2.00476 -1.71553 0.02 0.00 -0.03
C 1.44607 1.40066 -3.88470 0.05 -0.01 0.05
C 0.87454 1.41904 -5.30441 0.01 -0.01 0.07
C 2.80296 0.69641 -3.83837 -0.02 0.01 0.02
H -2.50326 3.91215 1.86970 0.00 0.01 0.01
H -1.16890 3.06754 1.09654 -0.03 0.01 0.00
H -2.78005 2.31827 1.14680 -0.01 0.01 -0.01
H -0.89076 2.84199 3.47966 0.01 -0.01 -0.01
H -3.77924 1.83324 3.56681 0.00 0.01 0.01
H -2.66865 1.85556 4.95508 -0.03 -0.02 0.02
H -3.15351 3.35900 4.17709 -0.01 0.00 0.01
H -0.54306 0.91307 4.99949 -0.01 -0.02 -0.01
H 0.66088 -1.72095 4.03764 0.01 0.01 0.02
H 1.51719 -0.19240 4.24648 0.02 -0.02 -0.01
H 0.82737 -1.01555 5.65300 -0.01 0.00 0.01
H -1.95388 -1.74652 4.42705 -0.03 -0.01 0.00
H -1.46704 -1.18584 6.02926 0.00 -0.01 0.00
H -2.70788 -0.31460 5.13515 -0.04 0.01 -0.01
H -3.60353 -0.19696 3.30958 0.01 0.00 0.05
H -5.91564 -0.73811 3.11177 -0.01 0.00 0.00
H -6.57863 -1.16630 1.53215 -0.01 0.00 0.01
H -5.89704 -2.41536 2.57153 -0.02 0.00 0.00
H -4.92484 -1.97640 -0.30459 0.00 0.00 -0.01
H -2.74018 -1.65212 -1.26910 -0.01 0.00 0.00
H -0.84070 -3.25115 -0.24293 0.01 0.01 0.01
H -0.45664 -4.69370 -2.18924 0.00 0.00 0.00
H 0.24864 -5.00811 -4.45351 0.00 -0.01 -0.01
H -0.41411 -3.74528 -5.49281 0.00 -0.01 -0.01
H 1.31061 -3.77644 -5.14283 0.01 -0.02 -0.01
H 0.62821 -1.28129 -4.49320 0.01 0.05 -0.06
H -0.99049 2.57281 -3.44045 0.00 -0.02 0.02
H -2.44733 -0.12030 -3.35211 0.00 -0.01 0.00
H -2.96594 1.31917 -4.23599 -0.01 0.00 0.00
H -1.52740 0.42127 -4.74768 0.01 0.00 -0.03
H -2.48171 1.11008 -1.21406 0.00 -0.03 0.02
H -1.53469 2.58283 -1.00106 -0.02 -0.01 0.02
H -2.97749 2.60354 -2.01828 -0.01 0.00 0.00
H 1.63288 2.44529 -3.61275 -0.01 -0.04 -0.01
H 0.65125 0.42615 -5.69601 -0.01 -0.06 -0.01
H -0.03135 2.02143 -5.37115 -0.01 -0.01 -0.01
H 1.61657 1.87049 -5.97039 0.00 0.00 -0.01
H 2.70921 -0.38024 -4.00216 0.02 -0.01 -0.01
H 3.45635 1.10528 -4.61451 0.00 0.00 -0.01
H 3.29007 0.84518 -2.87507 0.01 0.00 -0.01
Se 4.14891 2.01488 -0.01344 0.13 -0.06 -0.13
Se 5.18647 2.67327 1.97112 0.07 0.00 0.03
Se 3.54451 4.00682 2.91724 0.00 0.08 0.05
Se 1.83077 2.45141 3.17924 -0.01 -0.08 -0.08
C 3.08689 -2.90665 -1.49013 0.01 0.03 -0.03
C 3.37773 -1.51699 -0.99717 0.06 0.09 0.02
N 4.60294 -1.27939 -0.51709 -0.04 0.13 0.09
O 2.51304 -0.63761 -1.05817 -0.03 0.06 0.17
H 2.52769 -2.84041 -2.42206 -0.01 -0.01 0.01
H 3.99523 -3.49278 -1.62883 0.00 -0.02 0.00
H 2.44705 -3.39220 -0.75324 -0.02 0.00 0.01
H 5.20430 -2.04906 -0.28307 -0.02 0.00 -0.01
H 4.74688 -0.36522 -0.07092 -0.03 -0.07 -0.12
F 0.05463 6.60805 -1.58323 0.02 -0.01 0.00
C -0.23266 5.37929 -1.12300 -0.04 -0.07 0.01
F -1.05113 4.80697 -2.02728 0.05 0.03 0.03
F -0.93501 5.52750 0.00986 0.04 0.01 -0.03
S 1.32347 4.40524 -0.86400 -0.08 0.33 -0.04
O 1.74791 4.14766 -2.21817 -0.02 -0.06 -0.01
O 2.11306 5.30064 -0.07621 0.00 -0.05 0.01
O 0.81418 3.21827 -0.16063 -0.07 0.03 0.02
Br 4.29310 -4.78644 3.83508 -0.01 0.02 -0.02
C 3.50204 -3.23897 3.01207 0.02 -0.02 0.00
C 4.11666 -2.00694 3.14926 0.00 0.01 0.00
C 3.52575 -0.89856 2.54726 0.03 -0.01 0.01
C 2.33884 -0.96111 1.79732 -0.03 0.01 0.14
C 1.77583 -2.24325 1.70340 0.08 0.04 0.01
C 2.32953 -3.37884 2.29587 -0.05 -0.04 -0.03
H 5.03370 -1.91035 3.71777 0.00 0.00 0.01
H 4.01986 0.06107 2.68300 -0.02 -0.01 0.01
H 0.85306 -2.37210 1.14480 -0.04 -0.02 -0.02
H 1.85291 -4.34855 2.20532 0.01 -0.01 0.00
```
Positions in Å, forces in eV/Å.